No. 1
{
  "formula": "C6H3BInNO8",
  "method": "wB97M-V/def2-TZVPD",
  "gap_ev": 2.5,
  "e_above_lowest_ev": 1.664,
  "e_lumo_ev": -14.9,
  "total_charge": 2,
  "e_homo_ev": -17.480,
  "elements": ["In", "O", "C", "O", "B", "O", "C", "O", "O", "C", "O", "C", "O", "O", "C", "C", "N", "H", "H", "H"],
  "positions_angstrom": [[1.027, 1.899, -4.596], [-0.348, 1.308, -2.023], [-0.595, 0.998, -0.873], [-1.050, 1.733, 0.133], [-1.268, 0.897, 1.343], [-0.614, -0.412, 0.978], [-0.329, -0.434, -0.316], [0.048, -1.362, -0.974], [-2.670, 0.739, 1.701], [-2.925, 1.228, 2.903], [-3.967, 1.198, 3.542], [-1.570, 1.790, 3.390], [-0.666, 1.481, 2.560], [-1.408, 2.463, 4.466], [2.893, -2.638, -1.772], [2.398, -1.429, -2.521], [2.016, -0.532, -3.176], [2.094, -3.371, -1.667], [3.258, -2.400, -0.773], [3.676, -3.156, -2.326]]
}

=====

No. 2
{
  "formula": "C41H86ClFI2NO12S",
  "method": "wB97M-V/def2-TZVPD",
  "gap_ev": 6.7,
  "e_lumo_ev": -4.2,
  "total_charge": 1,
  "e_homo_ev": -10.908,
  "elements": ["C", "C", "C", "N", "Cl", "C", "S", "C", "O", "C", "C", "C", "C", "O", "C", "C", "O", "C", "C", "O", "C", "C", "C", "C", "C", "I", "C", "C", "I", "C", "F", "C", "C", "C", "C", "H", "H", "H", "H", "H", "H", "H", "H", "H", "H", "H", "H", "H", "H", "H", "H", "H", "H", "H", "H", "H", "H", "H", "H", "H", "H", "H", "H", "H", "H", "H", "H", "H", "H", "H", "H", "H", "H", "H", "H", "H", "H", "H", "H", "H", "H", "C", "O", "C", "C", "O", "C", "H", "H", "H", "H", "H", "H", "H", "H", "H", "H", "C", "O", "C", "C", "O", "C", "H", "H", "H", "H", "H", "H", "H", "H", "H", "H", "C", "O", "C", "C", "O", "C", "H", "H", "H", "H", "H", "H", "H", "H", "H", "H", "C", "O", "C", "C", "O", "C", "H", "H", "H", "H", "H", "H", "H", "H", "H", "H"],
  "positions_angstrom": [[-4.355, 3.112, 0.737], [-3.249, 2.254, 0.962], [-1.792, 2.877, 0.693], [-0.738, 2.294, 1.579], [-1.546, 2.561, 3.156], [-0.350, 0.837, 1.421], [-0.926, 0.041, -0.192], [-1.010, -0.207, 2.465], [-0.294, -0.303, 3.690], [-1.134, -0.331, 4.851], [-0.600, 0.694, 5.958], [1.256, 0.736, 1.548], [1.916, -0.590, 1.037], [2.108, -0.734, -0.373], [3.149, -1.686, -0.704], [3.413, -1.588, -2.277], [4.398, -0.604, -2.620], [4.112, 0.022, -3.883], [3.946, 1.617, -3.785], [5.090, 2.327, -4.263], [5.957, 2.743, -3.203], [5.453, 4.021, -2.413], [1.738, 2.176, 1.016], [1.505, 2.327, -0.548], [3.249, 2.616, 1.197], [4.685, 1.408, 0.075], [3.784, 2.685, 2.687], [4.335, 1.333, 3.301], [5.532, 4.042, 2.623], [0.626, 3.064, 1.759], [0.781, 2.934, 3.187], [0.632, 4.637, 1.668], [1.875, 5.357, 2.348], [0.427, 5.289, 0.243], [-0.211, 6.753, 0.289], [-4.461, 3.570, -0.290], [-5.063, 3.354, 1.582], [-3.418, 1.191, 1.261], [-1.940, 3.981, 0.873], [-1.609, 2.765, -0.410], [-0.427, -1.246, -0.212], [-2.118, -0.053, 2.557], [-0.887, -1.210, 1.947], [-2.208, -0.055, 4.680], [-1.047, -1.350, 5.340], [0.511, 0.644, 6.096], [-0.853, 1.767, 5.684], [-1.141, 0.515, 6.937], [1.676, 0.766, 2.605], [2.913, -0.811, 1.536], [1.236, -1.445, 1.374], [2.776, -2.721, -0.455], [4.143, -1.464, -0.221], [3.812, -2.588, -2.624], [2.411, -1.440, -2.766], [4.973, -0.128, -4.609], [3.200, -0.383, -4.401], [3.101, 1.865, -4.502], [3.592, 1.929, -2.764], [6.237, 1.890, -2.507], [6.933, 3.043, -3.696], [5.531, 4.976, -3.003], [4.418, 3.848, -2.007], [6.135, 4.142, -1.516], [1.949, 3.322, -0.871], [1.994, 1.551, -1.186], [0.422, 2.375, -0.859], [3.337, 3.648, 0.741], [3.099, 3.152, 3.435], [4.370, 1.487, 4.426], [3.684, 0.434, 3.134], [5.409, 1.132, 3.012], [-0.260, 4.981, 2.288], [1.531, 6.426, 2.517], [2.780, 5.438, 1.692], [2.102, 4.975, 3.386], [-0.145, 4.667, -0.496], [1.461, 5.427, -0.209], [-1.179, 6.758, 0.857], [-0.409, 7.026, -0.793], [0.543, 7.494, 0.669], [1.836, -5.467, 0.588], [3.016, -4.813, 1.034], [2.841, -4.190, 2.303], [3.471, -5.017, 3.414], [2.771, -6.241, 3.606], [3.452, -7.350, 3.035], [2.092, -6.075, -0.280], [1.418, -6.119, 1.359], [1.088, -4.725, 0.288], [1.779, -4.008, 2.506], [3.345, -3.219, 2.250], [3.397, -4.458, 4.352], [4.531, -5.198, 3.212], [4.339, -7.591, 3.628], [3.741, -7.158, 2.000], [2.777, -8.208, 3.054], [-7.386, 2.327, -1.600], [-6.332, 2.367, -2.552], [-5.431, 1.271, -2.404], [-5.676, 0.206, -3.462], [-6.930, -0.439, -3.265], [-7.924, 0.019, -4.170], [-8.134, 3.068, -1.885], [-7.865, 1.345, -1.568], [-7.001, 2.583, -0.608], [-5.495, 0.843, -1.398], [-4.419, 1.670, -2.538], [-4.904, -0.564, -3.370], [-5.608, 0.631, -4.468], [-7.717, -0.358, -5.176], [-7.980, 1.110, -4.190], [-8.888, -0.372, -3.842], [-3.124, -1.437, -5.679], [-3.002, -0.027, -5.551], [-1.727, 0.360, -5.050], [-0.831, 0.886, -6.161], [-0.467, -0.150, -7.065], [-1.207, -0.098, -8.277], [-4.034, -1.652, -6.239], [-2.275, -1.870, -6.215], [-3.206, -1.894, -4.687], [-1.247, -0.468, -4.519], [-1.901, 1.167, -4.329], [0.097, 1.260, -5.717], [-1.310, 1.716, -6.689], [-0.875, 0.751, -8.882], [-2.281, -0.022, -8.092], [-1.014, -1.017, -8.832], [-3.191, -4.563, 2.254], [-1.780, -4.614, 2.409], [-1.344, -3.999, 3.618], [-0.995, -5.038, 4.674], [-2.155, -5.729, 5.120], [-2.264, -7.027, 4.553], [-3.464, -5.211, 1.420], [-3.709, -4.911, 3.150], [-3.504, -3.540, 2.020], [-2.096, -3.297, 3.993], [-0.440, -3.428, 3.376], [-0.575, -4.524, 5.545], [-0.241, -5.737, 4.299], [-1.515, -7.692, 4.994], [-2.146, -7.006, 3.468], [-3.256, -7.417, 4.787]]
}

=====

No. 3
{
  "formula": "C28H71BNO7PS2",
  "method": "wB97M-V/def2-TZVPD",
  "smiles": "CCN(CC)C(=S)SCCC[PH3]B(O)O.CCOCC.CCOCC.CCOCC.CCOCC.CCOCC",
  "gap_ev": 7.5,
  "e_lumo_ev": -0.1,
  "e_homo_ev": -7.564,
  "elements": ["C", "C", "N", "C", "C", "C", "S", "S", "C", "C", "C", "P", "B", "O", "O", "H", "H", "H", "H", "H", "H", "H", "H", "H", "H", "H", "H", "H", "H", "H", "H", "H", "H", "H", "H", "H", "C", "C", "O", "C", "C", "H", "H", "H", "H", "H", "H", "H", "H", "H", "H", "C", "C", "O", "C", "C", "H", "H", "H", "H", "H", "H", "H", "H", "H", "H", "C", "C", "O", "C", "C", "H", "H", "H", "H", "H", "H", "H", "H", "H", "H", "C", "C", "O", "C", "C", "H", "H", "H", "H", "H", "H", "H", "H", "H", "H", "C", "C", "O", "C", "C", "H", "H", "H", "H", "H", "H", "H", "H", "H", "H"],
  "positions_angstrom": [[4.014, 0.323, -2.103], [3.900, 1.232, -3.335], [2.733, 0.905, -4.196], [3.110, 0.361, -5.508], [1.947, -0.353, -6.176], [1.768, 1.919, -4.190], [0.696, 2.066, -2.967], [1.850, 3.070, -5.514], [0.148, 3.634, -5.761], [-0.902, 2.538, -5.920], [-2.337, 3.046, -5.702], [-3.264, 1.838, -4.556], [-4.155, 0.495, -3.363], [-4.441, 0.785, -2.036], [-4.501, -0.742, -3.864], [5.013, -0.100, -1.998], [3.320, -0.509, -2.221], [3.745, 0.853, -1.192], [3.814, 2.271, -3.017], [4.801, 1.159, -3.947], [3.544, 1.110, -6.179], [3.896, -0.370, -5.309], [2.298, -0.851, -7.082], [1.518, -1.099, -5.507], [1.172, 0.351, -6.481], [-0.120, 4.333, -4.968], [0.219, 4.205, -6.690], [-0.692, 1.727, -5.216], [-0.807, 2.100, -6.916], [-2.319, 4.033, -5.231], [-2.865, 3.117, -6.657], [-2.715, 0.748, -5.354], [-2.531, 2.386, -3.441], [-4.534, 2.410, -4.926], [-3.796, 0.324, -1.478], [-3.807, -1.116, -4.422], [8.250, -2.788, -0.279], [8.062, -1.291, -0.106], [6.822, -0.924, 0.471], [6.565, -1.432, 1.770], [7.577, -1.009, 2.819], [7.444, -3.209, -0.881], [9.198, -2.986, -0.780], [8.266, -3.313, 0.678], [8.069, -0.805, -1.082], [8.895, -0.865, 0.465], [6.477, -2.524, 1.745], [5.580, -1.043, 2.030], [8.576, -1.391, 2.604], [7.285, -1.390, 3.799], [7.641, 0.079, 2.875], [-0.764, 4.957, -0.826], [0.715, 5.303, -0.820], [0.986, 6.682, -1.009], [0.447, 7.561, -0.040], [0.933, 7.304, 1.376], [-1.226, 5.283, -1.759], [-0.894, 3.878, -0.735], [-1.302, 5.428, -0.002], [1.208, 4.799, -1.652], [1.192, 4.939, 0.098], [-0.649, 7.549, -0.073], [0.760, 8.555, -0.361], [0.625, 6.324, 1.744], [0.521, 8.055, 2.051], [2.022, 7.354, 1.421], [-3.446, -2.008, 2.957], [-4.866, -2.529, 2.813], [-5.828, -1.526, 2.543], [-5.638, -0.782, 1.350], [-5.647, -1.626, 0.088], [-3.394, -1.250, 3.741], [-2.776, -2.827, 3.221], [-3.075, -1.563, 2.033], [-5.189, -2.979, 3.752], [-4.906, -3.318, 2.053], [-4.718, -0.189, 1.411], [-6.465, -0.073, 1.325], [-4.827, -2.346, 0.072], [-5.552, -0.995, -0.795], [-6.581, -2.186, 0.013], [-9.143, -3.451, 1.560], [-9.311, -4.019, 0.162], [-10.608, -4.520, -0.115], [-11.666, -3.585, -0.019], [-11.540, -2.400, -0.961], [-9.395, -4.200, 2.312], [-8.110, -3.137, 1.715], [-9.779, -2.581, 1.729], [-8.648, -4.875, 0.029], [-9.019, -3.275, -0.588], [-11.783, -3.238, 1.014], [-12.564, -4.154, -0.263], [-10.662, -1.791, -0.740], [-12.418, -1.759, -0.870], [-11.463, -2.739, -1.995], [8.024, -3.471, 8.945], [7.842, -2.228, 8.092], [7.270, -2.476, 6.819], [5.979, -3.059, 6.821], [4.922, -2.227, 7.527], [8.635, -4.208, 8.422], [8.521, -3.207, 9.880], [7.072, -3.939, 9.198], [8.814, -1.783, 7.877], [7.262, -1.473, 8.635], [6.013, -4.071, 7.242], [5.715, -3.164, 5.768], [5.135, -2.107, 8.590], [3.949, -2.711, 7.438], [4.859, -1.233, 7.083]]
}

=====

No. 4
{
  "formula": "C16H23B2F4N5O5Sr",
  "method": "wB97M-V/def2-TZVPD",
  "gap_ev": 8.7,
  "e_above_lowest_ev": 0.000,
  "e_lumo_ev": 0.0,
  "e_homo_ev": -8.673,
  "elements": ["Sr", "C", "C", "N", "O", "B", "F", "F", "O", "N", "C", "C", "C", "N", "O", "B", "F", "F", "O", "N", "C", "C", "C", "H", "H", "H", "H", "H", "H", "H", "H", "H", "H", "H", "H", "C", "O", "C", "C", "H", "H", "H", "H", "H", "H", "C", "C", "C", "N", "C", "C", "H", "H", "H", "H", "H"],
  "positions_angstrom": [[0.113, -0.915, -0.480], [-0.786, 2.457, -3.807], [-0.883, 1.545, -2.631], [0.094, 1.235, -1.868], [1.331, 1.734, -2.192], [1.917, 2.475, -1.007], [3.133, 2.956, -1.424], [1.003, 3.479, -0.656], [2.200, 1.605, 0.184], [1.104, 1.033, 0.793], [0.468, 1.722, 1.662], [0.867, 3.067, 2.166], [-0.835, 1.113, 2.107], [-1.290, 0.221, 1.312], [-2.513, -0.291, 1.610], [-3.022, -1.133, 0.492], [-2.003, -2.136, 0.188], [-4.178, -1.724, 0.904], [-3.287, -0.369, -0.753], [-2.123, 0.031, -1.340], [-2.205, 0.991, -2.179], [-3.483, 1.627, -2.618], [-1.584, 1.603, 3.302], [0.184, 2.944, -3.813], [-1.576, 3.207, -3.772], [-0.911, 1.894, -4.736], [1.834, 3.344, 1.762], [0.909, 3.058, 3.257], [0.136, 3.816, 1.860], [-4.327, 1.117, -2.166], [-3.572, 1.586, -3.705], [-3.504, 2.680, -2.329], [-0.914, 2.038, 4.041], [-2.146, 0.782, 3.743], [-2.308, 2.366, 3.007], [2.425, -0.918, -3.757], [3.257, -1.488, -2.717], [2.684, -1.793, -1.603], [3.711, -2.236, -0.625], [2.929, -1.119, -4.698], [2.334, 0.150, -3.573], [1.449, -1.398, -3.735], [4.683, -2.469, -1.063], [3.329, -3.052, -0.013], [3.821, -1.380, 0.056], [-0.390, -3.728, 3.731], [-0.311, -4.393, 2.519], [0.315, -3.760, 1.461], [0.854, -2.540, 1.547], [0.783, -1.917, 2.727], [0.174, -2.468, 3.841], [-0.890, -4.183, 4.576], [-0.743, -5.375, 2.387], [0.377, -4.246, 0.492], [1.231, -0.931, 2.767], [0.136, -1.913, 4.768]]
}

=====

No. 5
{
  "formula": "C5H8N2",
  "method": "wB97M-V/def2-TZVPD",
  "gap_ev": 8.7,
  "e_above_lowest_ev": 3.899,
  "e_lumo_ev": 0.7,
  "e_homo_ev": -7.960,
  "elements": ["C", "N", "C", "C", "C", "C", "N", "H", "H", "H", "H", "H", "H", "H", "H"],
  "positions_angstrom": [[0.301, -0.647, -1.703], [0.051, 0.006, -0.497], [-0.042, 1.366, -0.611], [-0.513, 1.795, 0.627], [-0.544, 0.654, 1.519], [-0.129, -0.442, 0.803], [0.021, -1.810, 1.116], [0.479, -1.727, -1.510], [-0.409, -0.465, -2.495], [1.156, 0.467, -2.327], [0.610, 1.503, -1.678], [-0.684, 2.811, 0.959], [-0.739, 0.652, 2.591], [0.986, -2.077, 1.295], [-0.543, -2.086, 1.911]]
}

=====

No. 6
{
  "formula": "C34H44N7OSc",
  "method": "wB97M-V/def2-TZVPD",
  "gap_ev": 7.9,
  "e_lumo_ev": -5.2,
  "total_charge": 2,
  "e_homo_ev": -13.135,
  "elements": ["Sc", "C", "C", "O", "N", "C", "C", "C", "C", "C", "C", "N", "H", "H", "H", "H", "H", "H", "H", "H", "H", "H", "C", "C", "C", "C", "C", "C", "C", "N", "C", "N", "C", "C", "C", "C", "C", "C", "C", "N", "C", "C", "C", "C", "C", "C", "C", "H", "H", "H", "H", "H", "H", "H", "H", "H", "H", "H", "H", "H", "H", "H", "H", "H", "H", "H", "H", "H", "H", "C", "C", "C", "C", "N", "N", "H", "H", "H", "H", "H", "H", "H", "H", "H", "H", "H", "H"],
  "positions_angstrom": [[0.378, 1.261, -0.341], [4.774, 1.529, -0.853], [3.539, 2.071, -0.214], [2.494, 1.378, -0.166], [3.535, 3.284, 0.324], [2.340, 3.852, 0.954], [1.371, 4.425, -0.057], [1.248, 5.790, -0.208], [0.453, 6.296, -1.230], [-0.183, 5.417, -2.083], [-0.039, 4.063, -1.852], [0.704, 3.563, -0.854], [4.549, 0.560, -1.289], [5.560, 1.416, -0.104], [5.135, 2.211, -1.623], [4.362, 3.854, 0.226], [2.669, 4.632, 1.635], [1.888, 3.070, 1.559], [1.784, 6.453, 0.458], [0.347, 7.365, -1.362], [-0.795, 5.759, -2.905], [-0.558, 3.345, -2.473], [-1.966, -3.688, 0.879], [-2.172, -4.256, -0.505], [-3.144, -5.230, -0.727], [-3.324, -5.809, -1.975], [-2.525, -5.423, -3.046], [-1.569, -4.441, -2.857], [-1.405, -3.867, -1.601], [-0.394, -2.860, -1.454], [-0.646, -1.562, -1.223], [-1.921, -1.188, -1.173], [-2.514, 0.104, -1.010], [-1.768, 1.258, -0.777], [-2.527, 2.429, -0.599], [-3.906, 2.461, -0.682], [-4.593, 1.280, -0.948], [-3.919, 0.083, -1.109], [-4.680, -1.191, -1.390], [0.370, -0.693, -1.073], [1.681, -1.194, -1.450], [2.107, -0.906, -2.743], [3.356, -1.312, -3.186], [4.182, -2.020, -2.320], [3.750, -2.305, -1.032], [2.497, -1.897, -0.568], [2.103, -2.175, 0.857], [-2.220, -4.433, 1.631], [-2.597, -2.812, 1.060], [-0.927, -3.394, 1.040], [-3.753, -5.557, 0.108], [-4.080, -6.572, -2.110], [-2.650, -5.877, -4.020], [-0.947, -4.108, -3.681], [0.560, -3.091, -1.688], [-2.568, -1.943, -1.348], [-2.026, 3.365, -0.367], [-4.449, 3.388, -0.543], [-5.675, 1.286, -1.026], [-5.748, -0.994, -1.452], [-4.540, -1.943, -0.606], [-4.385, -1.646, -2.342], [1.438, -0.370, -3.407], [3.672, -1.093, -4.200], [5.155, -2.363, -2.653], [4.396, -2.864, -0.362], [2.510, -1.410, 1.520], [2.490, -3.139, 1.187], [1.022, -2.181, 0.997], [0.849, -0.993, 4.059], [0.310, 0.401, 3.782], [-1.056, 0.586, 4.432], [1.291, 1.455, 4.276], [0.214, 0.502, 2.291], [-0.431, 1.693, 1.808], [0.925, -1.150, 5.134], [1.838, -1.133, 3.621], [0.176, -1.761, 3.662], [-0.969, 0.480, 5.515], [-1.766, -0.170, 4.084], [-1.479, 1.576, 4.251], [1.515, 1.292, 5.330], [0.886, 2.471, 4.207], [2.230, 1.403, 3.720], [-0.360, -0.273, 1.964], [-0.043, 2.479, 2.319], [-1.436, 1.699, 1.974]]
}

=====

No. 7
{
  "formula": "C7H15N4O2",
  "method": "wB97M-V/def2-TZVPD",
  "smiles": "CC1(C)[C@](N)(C(N)=O)[C@]1(N)C(=[NH2+])O",
  "gap_ev": 9.2,
  "e_above_lowest_ev": 1.427,
  "e_lumo_ev": -3.5,
  "total_charge": 1,
  "e_homo_ev": -12.626,
  "elements": ["C", "C", "C", "C", "C", "C", "C", "N", "N", "N", "N", "O", "O", "H", "H", "H", "H", "H", "H", "H", "H", "H", "H", "H", "H", "H", "H", "H"],
  "positions_angstrom": [[-1.088, -1.612, -0.232], [1.814, -0.543, -0.048], [-0.894, -0.122, -0.376], [0.763, 0.361, -0.353], [-0.321, 0.701, 0.741], [-0.195, 0.158, 2.237], [-0.662, 2.206, 0.874], [-1.719, -2.211, -1.216], [1.865, -1.748, 0.472], [-1.558, 0.459, -1.438], [1.010, 1.185, -1.448], [-0.550, -2.237, 0.708], [2.981, -0.162, -0.616], [0.348, 1.044, 2.689], [0.316, -0.854, 2.182], [-1.221, 0.076, 2.636], [0.253, 2.691, 1.202], [-1.358, 2.156, 1.813], [-1.128, 2.752, 0.048], [-2.452, -1.892, -1.826], [-1.566, -3.222, -1.283], [1.067, -2.072, 0.971], [2.705, -2.001, 0.952], [-1.292, -0.004, -2.313], [-1.708, 1.456, -1.431], [1.031, 0.694, -2.338], [3.078, 0.701, -1.086], [0.483, 2.039, -1.518]]
}

=====

| no. | electronic energy (eV) |
| --- | --- |
| 1 | -29970.3213 |
| 2 | -112227.1153 |
| 3 | -77642.0838 |
| 4 | -47718.0212 |
| 5 | -8291.0970 |
| 6 | -69142.6689 |
| 7 | -17550.5392 |